No. 1
C52H40CuNOP2S as an isolated structure at a distorted geometry. Source: OMol25; level of theory: wB97M-V/def2-TZVPD.

Calculated values
* HOMO level (spin up / spin down): -10.12 / -10.09 eV
* net charge: +1
* spin multiplicity: 2
* total energy: -4856.613103 a.u.

Structure (XYZ):
```
98
C52H40CuNOP2S (wB97M-V/def2-TZVPD)
Cu 0.68 0.95 -0.05
S 4.76 2.69 -0.18
C 4.81 1.43 1.03
C 5.91 1.23 2.03
C 5.77 0.23 2.90
C 4.64 -0.78 2.82
C 3.27 -0.26 2.12
C 3.63 0.80 1.10
N 2.65 1.38 0.34
C 3.07 2.35 -0.50
C 2.10 2.91 -1.48
C 2.43 3.91 -2.41
C 1.48 4.28 -3.34
C 0.25 3.71 -3.35
C -0.08 2.68 -2.45
C 0.85 2.38 -1.46
H 6.70 1.96 2.08
H 6.65 0.05 3.53
H 4.39 -1.24 3.81
H 2.60 -0.04 2.95
H 3.39 4.41 -2.50
H 1.66 5.16 -3.98
H -0.41 4.08 -4.14
H -1.05 2.25 -2.59
C -4.11 -2.32 -3.72
C -3.10 -1.28 -3.22
C -2.90 -0.12 -4.19
C -3.57 -0.74 -1.86
C -4.90 -0.58 -1.53
C -5.27 0.07 -0.31
C -4.28 0.67 0.43
C -2.90 0.50 0.13
P -1.48 1.42 0.86
C -1.45 0.89 2.61
C -0.31 1.05 3.41
C -0.22 0.56 4.72
C -1.24 -0.21 5.27
C -2.34 -0.46 4.45
C -2.49 0.11 3.17
C -1.71 3.19 0.68
C -2.64 3.76 -0.19
C -2.55 5.07 -0.59
C -1.55 5.88 -0.10
C -0.66 5.37 0.88
C -0.75 4.07 1.29
C -2.59 -0.21 -1.02
O -1.22 -0.38 -1.31
C -0.89 -1.45 -2.11
C 0.37 -1.97 -1.79
C 0.77 -3.03 -2.61
C -0.01 -3.57 -3.66
C -1.32 -3.05 -3.87
C -1.72 -1.98 -3.08
P 0.88 -1.49 -0.11
C 2.65 -1.89 0.07
C 3.58 -2.11 -0.91
C 5.03 -2.07 -0.66
C 5.54 -1.90 0.56
C 4.64 -1.99 1.81
C 3.12 -1.74 1.47
C -0.11 -2.65 0.93
C -0.29 -2.30 2.28
C -0.89 -3.21 3.15
C -1.35 -4.41 2.62
C -1.21 -4.73 1.26
C -0.54 -3.89 0.43
H -5.06 -1.92 -3.66
H -4.01 -3.26 -3.08
H -3.84 -2.70 -4.73
H -3.81 0.31 -4.36
H -2.57 -0.49 -5.16
H -2.08 0.60 -3.95
H -5.58 -1.14 -2.10
H -6.29 0.13 0.05
H -4.47 1.27 1.25
H 0.56 1.54 3.09
H 0.67 0.74 5.24
H -1.26 -0.75 6.25
H -3.18 -1.05 4.80
H -3.40 -0.18 2.62
H -3.52 3.18 -0.58
H -3.30 5.53 -1.26
H -1.57 6.94 -0.43
H 0.10 6.06 1.30
H -0.04 3.64 1.89
H 1.70 -3.54 -2.36
H 0.36 -4.38 -4.31
H -1.85 -3.45 -4.74
H 3.28 -2.08 -1.97
H 5.68 -2.04 -1.47
H 6.60 -1.75 0.72
H 4.77 -2.86 2.43
H 2.42 -2.33 2.12
H 0.16 -1.37 2.71
H -0.93 -3.11 4.21
H -1.87 -5.08 3.27
H -1.43 -5.72 0.91
H -0.35 -4.15 -0.63
```

Here are the Löwdin charges for atoms 1 to 6, given in e: number 1, Cu, carries 0.3268; number 2, S, carries 1.1388; number 3, C, carries -0.4338; number 4, C, carries -0.0653; number 5, C, carries -0.0412; number 6, C, carries -0.1710

No. 2
One molecule with the formula C22H35N5O2. Source: OMol25; level of theory: wB97M-V/def2-TZVPD.

Calculated values
* HOMO level: -8.29 eV
* net charge: 0
* total energy: -1283.544258 a.u.
* SMILES string: COc1ccc(CN2CCN(CCC(C)C)[C@@H](CCO)C2)cc1Cn1cncn1
* energy above the lowest of the compared OMol25 structures with the same formula, charge and spin: 0.8209 eV

Structure (XYZ):
```
64
C22H35N5O2 (wB97M-V/def2-TZVPD)
C 6.85 0.13 -0.45
O 5.62 0.56 0.07
C 4.57 -0.31 0.05
C 4.63 -1.62 -0.41
C 3.49 -2.42 -0.40
C 2.29 -1.94 0.08
C 1.03 -2.77 0.10
N -0.12 -1.90 -0.02
C -0.28 -1.34 -1.34
C -1.31 -0.22 -1.26
N -2.59 -0.72 -0.78
C -3.61 0.32 -0.84
C -3.48 1.47 0.18
C -4.39 2.66 -0.15
C -4.53 3.55 1.07
C -3.83 3.47 -1.32
C -2.43 -1.37 0.52
C -3.75 -1.93 1.06
C -4.46 -2.89 0.10
O -4.21 -4.25 0.37
C -1.38 -2.48 0.38
C 2.24 -0.63 0.56
C 3.35 0.19 0.53
C 3.24 1.63 0.98
N 1.98 2.21 0.59
C 0.82 2.25 1.26
N -0.12 2.77 0.50
C 0.53 3.04 -0.65
N 1.79 2.71 -0.63
H 6.77 -0.15 -1.51
H 7.53 0.98 -0.36
H 7.26 -0.72 0.12
H 5.55 -2.03 -0.78
H 3.56 -3.43 -0.78
H 1.08 -3.53 -0.70
H 0.96 -3.29 1.06
H 0.68 -0.93 -1.68
H -0.61 -2.10 -2.07
H -1.47 0.20 -2.26
H -0.91 0.57 -0.61
H -3.58 0.72 -1.85
H -4.59 -0.16 -0.72
H -3.73 1.09 1.17
H -2.45 1.82 0.21
H -5.38 2.28 -0.43
H -5.15 4.42 0.85
H -3.55 3.91 1.39
H -4.98 3.01 1.90
H -4.48 4.32 -1.54
H -2.84 3.85 -1.06
H -3.74 2.87 -2.22
H -2.03 -0.65 1.26
H -4.42 -1.10 1.30
H -3.55 -2.46 1.99
H -4.19 -2.64 -0.94
H -5.55 -2.79 0.21
H -3.26 -4.41 0.28
H -1.26 -2.98 1.34
H -1.73 -3.22 -0.37
H 1.30 -0.27 0.93
H 3.33 1.70 2.07
H 4.04 2.21 0.51
H 0.69 1.91 2.27
H 0.05 3.49 -1.50
```

Here are the natural (NBO) charges for atoms 1 to 6, given in e: number 1, C, carries -0.2514; number 2, O, carries -0.5162; number 3, C, carries 0.3751; number 4, C, carries -0.3151; number 5, C, carries -0.1786; number 6, C, carries -0.0695